Record 1
DFT (the ωB97M-V functional and the def2-TZVPD basis) results for 5 unconnected molecules or ions with the total composition C46H72F32IN5O5.

```
161
Properties=species:S:1:pos:R:3:mulliken_charge:R:1
C -3.497 -6.049 -3.696 -0.714
C 1.919 -8.613 -5.203 -0.906
F -5.798 -6.030 -3.885 -0.327
F 2.638 -6.561 -7.336 -0.239
H -0.813 -0.212 0.926 -1.318
N 0.948 1.532 1.304 1.348
F -5.188 7.501 0.077 -0.263
H -3.876 -6.034 -2.675 0.382
F -1.420 -6.361 -5.344 -0.306
C 1.482 8.816 2.325 0.417
F 1.765 -11.099 -7.492 -0.313
H 1.635 -0.420 2.688 -0.029
H 0.368 5.436 0.847 0.225
H -2.756 -0.056 2.631 -1.071
F -1.879 6.369 0.150 -0.370
F -3.882 10.670 3.214 -0.309
H -5.142 0.208 2.015 0.258
C 4.333 -2.583 -1.793 -0.022
H -0.391 2.310 -1.344 0.307
H 0.732 0.548 7.091 0.321
H 6.193 -5.691 -0.055 0.256
C 1.608 7.647 0.197 0.668
H -2.500 9.040 0.464 0.324
C 2.767 0.423 5.618 -1.430
C -4.170 9.547 2.515 0.763
C -4.835 -6.134 -5.964 0.053
C -1.181 -3.984 -5.357 0.660
F 1.372 -8.984 -7.782 -0.287
H 0.553 7.570 0.478 -0.634
H -0.168 9.865 2.609 0.195
C -0.566 -1.630 5.540 -0.193
H -3.794 -2.428 1.253 0.274
H 4.543 -2.385 -2.845 0.382
H -1.920 -1.602 2.290 0.044
F 3.907 -0.475 -0.947 -0.250
F -5.922 -5.571 -6.533 -0.276
H 2.692 6.188 -0.947 0.204
H -0.828 -2.684 5.400 0.550
H 1.868 -8.987 -4.182 0.416
F -0.177 -5.402 -3.846 -0.250
H -4.818 2.077 0.612 0.222
F -3.326 6.138 1.779 -0.319
H -1.261 -0.021 4.306 -1.347
C -4.607 1.472 -0.275 -1.532
H -5.740 -0.958 0.839 0.508
H 1.632 1.888 4.499 0.640
C -0.185 -1.410 7.020 -1.085
C -5.292 8.847 3.300 0.212
C -4.059 6.899 -0.337 0.103
H 1.647 8.204 -0.742 0.385
H -2.138 -0.142 5.827 0.521
H 3.099 1.483 1.344 0.273
C 6.690 -4.943 -0.675 0.203
F 3.327 -9.843 -9.375 -0.264
C 1.030 -0.497 7.238 -0.659
H -2.014 2.512 -1.152 0.286
H -0.046 -2.375 7.517 0.322
F -2.329 -3.647 -5.965 -0.217
H -3.802 -1.169 4.632 0.350
H 0.307 -1.450 4.904 0.033
H 0.938 -2.075 0.266 0.584
H 1.324 -0.571 8.292 0.420
H -2.834 1.688 2.859 0.608
H -3.239 -7.083 -3.927 0.284
C 1.820 0.808 4.464 0.955
H 2.819 1.258 6.328 0.360
C 0.071 -1.717 -0.289 -1.418
C 2.144 6.211 0.001 -1.063
C 2.274 0.394 3.048 -0.717
C -2.811 -1.146 2.735 1.410
H -1.438 8.116 1.505 -0.211
H -2.119 3.307 2.753 0.234
H 3.090 7.883 1.639 0.310
C -0.251 -0.256 -0.014 0.825
H 2.043 -1.615 5.660 0.452
H -1.324 3.976 0.826 0.162
H -5.005 8.760 4.349 0.255
H 6.011 -0.236 -2.285 0.304
C 1.004 0.625 0.153 -0.622
H 1.467 -5.817 -5.903 -0.337
F -6.414 9.592 3.198 -0.272
H 1.252 1.144 -0.783 0.168
C 2.233 1.531 2.023 -1.440
C 5.777 -4.560 -1.852 0.760
F -4.741 -4.232 -4.561 -0.263
H 3.251 -2.532 -1.673 -0.346
C 2.265 -0.813 6.371 -0.840
C -2.824 -1.470 4.235 -1.490
H 0.501 3.418 1.982 0.500
C 2.482 -6.187 -6.052 0.729
H 2.051 7.513 3.567 0.238
C -0.957 2.985 0.516 -0.301
H -1.075 1.872 3.084 0.005
O 2.430 -9.714 -5.935 -0.420
H -5.546 1.343 -0.822 0.478
F 6.991 -3.869 0.078 -0.230
F -0.238 -4.197 -6.310 -0.238
C 4.866 -1.453 -0.902 1.024
H 3.300 0.010 3.100 0.606
H 4.200 -10.680 -7.781 0.250
F 5.397 -5.732 -2.410 -0.276
C 0.995 5.197 -0.021 -0.376
C 0.510 2.907 1.009 -1.317
H 1.840 -0.058 0.331 0.242
C -2.484 8.293 1.259 -0.083
F 7.194 -1.577 -1.402 -0.243
C -4.826 -0.541 1.279 -0.898
N 2.303 8.396 1.262 -0.406
H 3.078 -1.181 7.006 0.486
F -4.581 9.931 1.296 -0.302
I 0.421 -2.101 -2.374 -0.009
F 6.442 -3.867 -2.790 -0.291
O 4.640 -3.921 -1.443 -0.427
H -1.042 -0.938 7.516 0.398
O -3.024 8.802 2.466 -0.435
F -5.542 7.624 2.801 -0.206
H 2.455 3.738 0.558 0.678
C 2.263 -9.855 -7.284 0.861
F 4.961 -1.867 0.378 -0.309
H 2.322 2.489 2.549 0.959
H 0.393 5.329 -0.922 0.303
F 4.084 -7.659 -5.117 -0.304
F 2.493 -6.834 -3.854 -0.294
N 1.439 8.325 3.496 -0.697
N 0.613 9.880 1.959 -0.451
H -4.738 -2.135 2.714 0.490
C -1.332 -5.279 -4.543 0.817
C 3.595 -9.813 -8.051 0.166
H -0.779 -2.353 -0.040 0.612
F -4.345 5.608 -0.616 -0.213
C -4.688 -5.577 -4.542 0.919
C -4.026 0.114 0.146 1.177
H -0.855 -3.174 -4.702 -0.357
H -4.972 -7.218 -5.933 0.299
H 3.786 0.240 5.262 0.497
F 7.837 -5.456 -1.169 -0.264
C 2.774 -7.344 -5.090 0.932
H -3.700 7.386 -1.247 0.296
H 1.082 10.767 2.115 0.287
C -4.061 -1.665 1.992 -1.061
H 1.535 3.280 -0.880 0.162
H 0.844 0.345 4.655 -1.237
H -0.928 0.138 -0.776 0.409
N -1.103 2.880 -0.911 -0.401
F -3.762 -5.841 -6.722 -0.204
H -2.986 0.274 0.454 -0.920
H -4.037 -0.567 -0.711 0.472
C 1.453 3.728 0.115 -0.780
C 6.152 -0.731 -1.321 0.006
C -2.975 6.930 0.746 0.904
O -2.346 -5.223 -3.634 -0.338
C -1.714 -0.732 5.009 1.051
F 6.440 0.205 -0.388 -0.256
C -1.949 2.245 2.536 -1.228
H 0.899 -8.367 -5.506 0.432
H 2.856 5.956 0.793 0.516
H -3.904 2.026 -0.901 0.271
F 3.356 -5.186 -5.795 -0.237
O -1.800 2.026 1.146 1.042
H -2.752 -2.553 4.379 0.455
F 4.278 -8.688 -7.778 -0.206
```

The value obtained for the HOMO energy is -8.698 eV. The charge is 0. As for the SMILES: [H]/N=C(/N)NCCCC[C@@H]([C@@H](N)OC)N(CCCI)CCCCCCCCCCCCCCC.FC(F)C(F)(F)COC(F)(F)C(F)F.FC(F)C(F)(F)COC(F)(F)C(F)F.FC(F)C(F)(F)COC(F)(F)C(F)F.FC(F)C(F)(F)COC(F)(F)C(F)F. As for the LUMO energy: 0.177 eV.

=====

Record 2
DFT (the ωB97M-V functional and the def2-TZVPD basis) results for C5H14N2O in the gas phase.

```
22
Properties=species:S:1:pos:R:3:nbo_charge:R:1
O -0.667 1.040 -1.127 -0.759
H 4.093 0.397 0.097 0.213
H -1.372 -1.536 0.912 0.228
H -0.084 1.812 1.163 0.366
H -3.625 -1.322 -0.310 0.214
H 1.942 0.937 1.175 0.189
H -1.295 -1.589 -0.852 0.189
N -0.701 1.009 1.197 -0.837
H 3.304 -1.080 0.668 0.212
H -1.651 1.358 1.202 0.367
H 1.873 1.328 -0.562 0.175
H -3.300 -0.038 0.849 0.202
N 0.809 -0.399 0.081 -0.635
H -0.646 0.498 -1.923 0.461
H -3.081 0.260 -0.879 0.216
H 3.283 -0.673 -1.051 0.196
C -0.503 0.199 0.033 0.522
C -2.973 -0.480 -0.089 -0.619
C 1.945 0.507 0.171 -0.224
C -1.526 -0.952 0.006 -0.418
C 3.240 -0.262 -0.044 -0.607
H 0.931 -1.014 -0.718 0.349
```

The value obtained for the HOMO energy is -9.003 eV. The charge is 0. As for the SMILES: CCN[C@@](N)(O)CC. The value obtained for the relative energy (zero: lowest compared OMol25 entry of this formula, charge and spin) is 1.003 eV. As for the LUMO energy: 0.834 eV.

=====

Record 3
DFT (the ωB97M-V functional and the def2-TZVPD basis) results for C2H2N4 in the gas phase.

```
8
Properties=species:S:1:pos:R:3:nbo_charge:R:1
N 1.103 0.950 0.051 -0.159
N -1.036 -0.903 -0.064 -0.167
H -2.421 0.590 0.388 0.214
N 0.218 -1.246 -0.024 -0.206
H 2.276 -0.887 0.118 0.219
C -1.242 0.390 0.093 0.185
C 1.288 -0.388 0.032 0.151
N -0.303 1.240 -0.141 -0.236
```

The value obtained for the HOMO energy is -9.583 eV. The charge is 0. As for the SMILES: c1nncnn1. The value obtained for the relative energy (zero: lowest compared OMol25 entry of this formula, charge and spin) is 3.479 eV. As for the LUMO energy: -1.218 eV.

=====

Record 4
DFT (the ωB97M-V functional and the def2-TZVPD basis) results for 3 unconnected molecules or ions with the total composition C4H13NO2.

```
20
Properties=species:S:1:pos:R:3:nbo_charge:R:1
H 2.571 1.452 0.106 0.196
H 0.689 2.598 -0.482 0.177
N -0.131 1.367 -1.944 -0.644
H 0.267 -1.107 -1.413 0.192
H -1.183 -1.564 2.603 0.481
C 0.943 1.719 -1.095 -0.001
H 1.133 -0.144 3.368 0.496
H -0.324 -0.906 0.131 0.203
H 0.186 0.792 -2.721 0.355
H 2.245 -0.046 -0.872 0.200
H -1.955 0.297 -2.073 0.200
H -1.688 1.033 -0.558 0.191
C -0.672 -0.893 -0.894 -0.640
H -1.274 -1.793 -0.979 0.232
O -1.342 -2.071 1.785 -0.941
C 1.914 0.939 -0.601 -0.447
O 0.240 -0.306 3.036 -0.986
H -0.391 -2.136 1.625 0.459
H -0.060 0.278 2.318 0.498
C -1.169 0.490 -1.339 -0.218
```

The value obtained for the HOMO energy is -9.023 eV. The charge is 0. As for the SMILES: C=CNCC.O.O. The value obtained for the relative energy (zero: lowest compared OMol25 entry of this formula, charge and spin) is 2.124 eV. As for the LUMO energy: 0.484 eV.

=====

Record 5
DFT (the ωB97M-V functional and the def2-TZVPD basis) results for a molecular structure, C2H6ClO2PS.

```
13
Properties=species:S:1:pos:R:3:nbo_charge:R:1
P -1.320 -0.304 0.322 1.669
H -0.376 2.860 -0.808 0.154
H 0.799 1.581 -0.953 0.156
C 0.317 2.248 -0.205 -0.266
H 0.891 -1.542 0.851 0.252
O -1.656 -1.106 1.493 -1.018
S -0.072 -1.164 -1.123 -0.019
Cl -2.940 0.406 -0.475 -0.186
C 0.893 -2.234 -0.007 -0.699
H 0.566 -3.171 0.107 0.227
H 1.909 -2.060 -0.289 0.239
O -0.170 1.600 0.912 -0.696
H 1.160 2.888 0.175 0.188
```

The value obtained for the HOMO energy is -9.754 eV. The charge is 0. The value obtained for the relative energy (zero: lowest compared OMol25 entry of this formula, charge and spin) is 2.433 eV. As for the LUMO energy: -0.865 eV.